No. 1
Entry from the Open Molecules 2025 dataset: a cluster of 13 separate species, C5H37N2O13 in total (ωB97M-V/def2-TZVPD).

```
57
Properties=species:S:1:pos:R:3:forces:R:3:mulliken_charge:R:1
N -0.418216 -0.531428 2.329464 -0.36 -0.94 -0.34 0.318
H 2.440102 -2.734504 3.048690 -1.59 1.13 -1.04 0.361
H 3.085392 1.707777 -0.189779 0.01 0.39 -0.19 0.428
H -1.168976 -1.035629 -2.843298 -1.20 0.07 -0.11 0.428
H 1.074281 -1.315872 -2.551250 1.42 0.52 0.58 0.405
H -1.106294 3.304848 2.171528 0.28 0.09 -0.04 0.352
H -0.043352 -3.109192 -1.947897 0.50 0.68 -1.51 0.459
H -0.466042 -1.668023 0.560202 -0.73 0.72 0.41 -0.021
H 0.222607 0.871594 0.178882 -0.78 -0.44 0.17 0.098
O 2.104692 -2.919576 -0.013624 -1.28 0.07 1.40 -0.876
O -0.213113 -3.597986 -1.165607 -0.09 -1.03 1.41 -0.843
H 1.387731 1.951096 -1.818274 0.93 0.62 0.20 0.346
N -1.822392 1.477978 0.341418 -0.11 0.17 -0.66 0.022
O 2.303832 3.110143 -0.806521 -2.12 -1.27 1.56 -0.664
C -1.013316 -0.786783 0.983536 -0.27 -0.09 -0.77 -0.883
H -2.938786 1.202421 -1.517723 0.20 -0.02 0.48 0.339
O 0.923218 1.162672 -2.063717 -1.15 -0.89 -0.88 -0.723
O 1.764942 -2.160014 2.550903 2.09 -0.80 1.37 -0.782
H -0.835858 0.115289 -1.027363 -0.08 0.41 1.57 -0.118
O 0.575721 3.764211 1.125347 0.10 0.07 0.69 -0.566
H -1.076050 -3.251650 -0.888484 -0.34 -0.19 0.31 0.383
H -3.116286 1.422238 3.652493 2.25 -0.34 -1.06 0.332
H -3.425807 0.212173 -0.132393 -0.16 -0.11 -0.03 0.356
O -2.157096 -0.897203 -2.696807 0.84 -0.05 -0.39 -0.611
H -0.203329 -1.440052 2.751337 0.22 0.37 0.18 0.472
O 0.369678 -1.745718 -3.009663 -1.22 -0.72 -1.55 -0.601
H 0.660995 -1.903014 -3.922571 -0.06 0.14 0.39 0.244
H 3.313837 -1.218222 -2.150920 -0.99 0.35 0.72 0.259
H 1.488499 0.382034 -1.969289 0.30 0.74 0.11 0.372
H 2.395540 -1.710664 -0.942654 -0.06 -0.54 0.28 0.505
C -0.797795 0.430351 0.068571 -0.35 -0.33 -0.73 0.274
H -3.870485 1.932646 -0.187613 0.48 -0.25 0.17 0.356
H -2.583597 -1.053100 -3.550868 0.15 0.05 0.19 0.253
O -2.221674 1.302552 3.171684 -2.55 0.49 1.09 -0.753
H -3.269683 -3.156092 -0.788301 0.39 0.49 0.07 0.312
H 0.437842 0.018314 2.279289 0.66 0.03 -0.03 -0.039
H -2.403309 1.513321 2.227705 0.20 -0.18 0.00 0.377
H 2.680384 0.633931 1.506992 0.38 0.21 0.06 0.418
H 2.188200 -1.252055 2.541939 -0.37 -0.50 0.10 0.429
C -0.550229 3.332716 1.216367 0.05 0.24 -0.67 0.159
H -2.096760 3.452045 -0.224624 -0.41 0.57 -0.03 0.488
O -2.591151 -2.483078 -0.592976 -0.78 -0.84 0.39 -0.705
H -2.544100 -1.895048 -1.366509 -0.19 0.21 -0.54 0.397
O 2.528794 -0.959933 -1.601706 1.32 -0.49 -1.05 -0.936
H -1.065306 -0.003716 2.895331 -0.76 0.44 0.62 0.581
H 2.671556 0.959634 3.087772 -0.08 -0.11 -0.40 0.237
O 2.229588 0.454141 2.388659 -0.15 0.03 0.39 -0.687
H 3.127551 0.213619 -0.455867 -0.59 -1.64 -1.66 0.481
H 2.839005 3.784852 -1.134126 1.27 1.94 -0.72 0.207
H 1.975264 -2.684919 0.978084 0.29 -0.47 -1.85 0.400
H 1.212083 -3.312782 -0.304063 1.05 0.42 0.19 0.442
H -2.126455 -0.999257 1.098667 1.73 0.03 -0.07 0.396
H -0.586363 2.774359 -0.890924 -0.67 0.10 0.91 0.084
H 1.636113 3.469534 -0.132204 0.99 -0.15 -0.85 0.437
C -3.077960 1.198909 -0.419537 0.23 0.35 -0.10 -1.115
C -1.268240 2.809731 0.010239 0.37 -1.16 -0.75 -0.424
O 3.420566 0.860393 0.142047 0.79 1.41 2.07 -0.860
```
Forces are in eV/Å.

Total charge = +1
LUMO = -0.081 Eh
E_tot = -1300.1712 Eh
Kohn-Sham gap = 10.215 eV
Energy relative to the best compared isomer or geometry (same formula, charge and spin) = 1.821 eV

---

No. 2
Entry from the Open Molecules 2025 dataset: a cluster of 14 separate species, C5H38N2O14 in total (ωB97M-V/def2-TZVPD).

```
59
Properties=species:S:1:pos:R:3:forces:R:3:mulliken_charge:R:1
H -2.886775 0.883548 3.711866 0.05 -0.11 0.05 0.387
H -2.468013 -2.692639 -0.187133 -0.66 0.09 -0.04 0.273
C 0.356988 0.570518 -1.726313 0.41 -0.49 0.96 0.401
H 3.480327 3.481687 0.335332 -0.15 0.12 0.07 0.230
H 0.372282 -1.180441 1.967467 0.64 0.45 -0.76 0.100
H -0.748991 -1.858845 -3.595033 -0.29 0.20 -0.30 0.295
C -0.372558 -0.347322 -0.726367 0.24 2.26 -0.77 0.116
H -1.183462 -2.094292 -2.098333 0.36 -0.46 -1.00 0.266
C -1.166116 -0.195460 2.984657 0.89 -0.61 -1.41 -0.769
H 2.170181 3.873949 -0.462718 0.44 0.05 0.30 0.266
H -1.278487 0.144636 -3.194201 -0.02 -0.21 0.21 0.340
O 4.016714 -2.020479 -1.882951 0.82 0.77 0.67 -0.715
H 2.408880 -3.914287 0.133001 0.31 0.22 0.07 0.342
O 0.376438 2.735047 1.588538 -0.06 1.19 -0.04 -0.794
H -1.357686 -0.536139 -1.150251 1.55 0.96 -0.43 -0.633
O 2.608633 3.184784 0.060438 -0.45 0.28 -0.62 -0.523
N -0.515303 0.274507 0.576042 2.03 -1.53 0.90 1.345
O -0.151150 0.785526 -2.817260 2.09 1.30 0.16 -0.748
H -5.282010 -0.639687 -0.471379 0.05 0.91 -0.31 0.246
O -3.351002 2.331177 -0.020266 -0.68 0.18 -0.09 -0.628
H 3.081542 -1.948364 1.141545 0.68 -0.66 0.40 0.407
H 3.062514 -1.940485 -1.858373 -0.50 0.03 -0.17 0.353
O 3.322252 -1.274347 1.801756 -1.14 1.15 -0.56 -0.619
O -2.132662 -1.944478 -0.686488 -1.28 -1.32 0.15 -0.740
O -1.173931 3.675218 -0.292857 0.30 -0.33 -0.22 -0.787
H -0.356023 0.253099 3.571335 -0.16 0.44 -0.14 0.349
H -1.338481 -1.117747 3.541858 -0.75 0.14 0.07 0.485
O -2.160236 -0.175943 -3.491583 -1.70 -0.18 -0.84 -0.756
H -2.395696 2.544381 -0.068961 -0.29 0.07 -0.40 0.448
H 4.045083 -1.540184 2.351248 0.46 -0.71 0.13 0.230
H 1.866303 1.091517 -0.432977 -0.07 -0.06 0.36 0.084
O 3.304532 -3.593585 0.318296 -0.10 -0.07 -0.36 -0.720
H -4.182897 0.615491 -0.363345 -0.67 0.96 -0.34 0.351
H -1.272698 0.894849 0.726480 -0.88 0.37 -0.65 -0.589
H -0.589943 3.109424 0.270013 0.32 0.50 0.10 0.512
C -2.322822 0.771840 2.779321 -0.29 0.49 1.54 -1.005
H 1.029013 -4.461323 -1.306535 0.28 0.34 -0.33 0.270
H -1.621776 4.206551 0.367220 0.08 0.45 0.16 0.329
H -1.921657 1.780147 2.645760 -0.16 0.04 -0.37 0.286
H 1.829328 1.916267 -1.898774 0.22 -0.35 -0.04 0.273
H -2.451806 0.648243 -3.907759 -0.40 -0.45 -0.07 0.257
O -4.422579 -0.297646 -0.217050 0.86 -1.67 0.67 -0.634
H 3.617049 -3.354982 -0.584844 -0.01 -0.09 0.57 0.381
C -0.560430 -0.722426 1.629065 -1.00 -0.70 1.80 -0.364
H -2.791962 -1.212109 -0.736221 -0.52 -1.07 0.44 0.157
H 0.591329 -3.210671 -2.102655 0.76 -0.06 0.03 0.378
H -0.015680 2.058422 2.131414 0.47 -0.65 0.07 0.295
H 0.191299 -1.276087 -0.652498 -0.09 0.07 0.14 0.881
H 1.236561 2.486209 1.212831 0.01 -0.18 0.49 0.296
N 1.576855 1.078078 -1.389947 -0.90 0.10 -0.68 -0.254
H 4.344002 -1.296043 -1.299980 -0.39 -0.75 -0.68 0.324
H -3.094161 0.588144 2.034366 0.39 -0.42 -0.34 0.223
H -1.163264 -1.600267 1.336585 -0.04 0.42 -0.01 0.181
H 2.988673 0.618304 1.615396 -0.10 0.11 0.48 0.299
H -3.740555 3.150512 -0.378887 0.09 -0.68 0.15 0.245
O -0.516617 -2.335193 -2.800110 -0.49 -0.14 0.80 -0.737
H 4.323860 1.173012 1.723521 -0.03 0.40 0.23 0.316
O 3.410688 1.463414 1.864789 0.37 -0.66 -0.31 -0.578
O 1.376102 -3.607029 -1.618088 -0.93 -0.48 0.11 -0.623
```
Forces are in eV/Å.

LUMO = 0.007 Eh
E_tot = -1376.1461 Eh
Kohn-Sham gap = 8.924 eV
Energy relative to the best compared isomer or geometry (same formula, charge and spin) = 4.523 eV

---

No. 3
Entry from the Open Molecules 2025 dataset: a cluster of 15 separate species, C5H38O15 in total (ωB97M-V/def2-TZVPD).

```
58
Properties=species:S:1:pos:R:3:forces:R:3:mulliken_charge:R:1
O 2.977521 -0.928592 -0.647457 0.50 -0.02 0.85 -0.542
H -0.639535 -2.908169 0.501631 0.19 -0.33 -0.30 0.350
H -1.419972 0.815627 4.266222 -0.16 -0.01 0.00 0.300
O 2.966492 -3.316132 0.896029 0.12 0.65 0.04 -0.710
O -1.461556 1.820789 -3.124062 0.44 -0.03 -0.87 -0.692
H 3.471792 -0.157452 -0.952094 -0.10 -0.44 -0.62 0.241
H 0.431280 -2.400234 -1.351078 0.32 -0.23 -0.46 0.423
H -2.186298 -3.090704 0.506220 0.13 0.18 0.02 0.356
H -2.304377 0.193307 -2.686863 -0.21 0.49 -0.23 0.328
H -2.852089 1.281868 4.384075 0.03 0.05 -0.09 0.321
O -3.663319 -1.977753 -0.383349 0.18 0.46 0.09 -0.725
H 1.485983 3.865808 0.457862 -0.09 0.11 -0.06 0.287
H 3.301821 -2.419469 0.673695 -0.37 -0.82 0.09 0.336
H -1.680569 3.006674 -1.039738 -0.13 -0.24 0.07 0.309
O 2.799481 1.555610 -1.776817 0.45 0.81 -0.31 -0.789
H 1.826667 1.493457 -3.287017 -0.32 -0.24 0.35 0.377
O 1.114655 1.368780 -3.942333 0.42 0.05 -0.03 -0.596
H 2.979226 2.489115 -2.013125 -0.02 -0.53 0.47 0.332
O 0.261201 -1.385770 -2.782436 -0.53 -0.28 0.35 -0.785
H 1.593285 1.364181 -4.772815 -0.12 -0.10 -0.37 0.271
H -0.979694 1.421099 -3.871839 -0.47 0.18 0.05 0.328
H 2.073439 -3.326557 0.510296 0.43 0.08 0.04 0.365
H 0.252758 -0.938702 0.747254 -0.24 -0.02 -0.01 -0.724
H -3.507796 -1.446598 2.330495 -0.07 -0.12 0.10 0.318
H -0.868145 1.676584 1.161352 0.06 -0.02 0.03 0.424
H 1.644692 0.877134 3.834202 0.25 -0.01 0.22 0.323
H -3.546108 -1.124994 0.074593 -0.16 -0.39 0.13 0.335
H -1.468582 4.318124 -1.817846 -0.05 -0.17 0.34 0.329
O 1.406259 3.662174 -0.479148 0.47 -0.24 0.07 -0.665
H -2.071773 -1.419786 1.832416 -0.16 -0.25 0.12 0.313
H -0.680900 2.148549 -2.660484 -0.22 0.03 0.39 0.379
O -1.181647 0.901501 -0.665409 0.00 0.25 0.57 -0.517
H 2.060628 1.345372 1.607869 -0.11 0.34 -0.14 0.365
H -3.071008 -1.052129 -3.413690 0.15 0.67 0.11 0.240
C 0.887948 0.475679 3.168907 0.09 -0.46 0.23 -0.649
H 0.511939 -0.463248 -2.900100 0.10 0.16 -0.12 0.291
C 1.524626 0.411319 1.786215 0.17 0.62 0.11 -1.209
H -0.720861 -1.348090 -2.677697 0.49 0.22 -0.39 0.489
C 0.429429 -0.911377 3.678278 -1.15 1.18 -1.28 -0.996
O -1.948880 1.616418 4.359152 -0.07 -0.08 0.12 -0.626
H 2.395013 1.637968 -0.901047 -0.28 0.24 -0.14 0.360
O -1.410918 -2.969349 1.077481 -0.31 0.04 0.42 -0.746
C -0.555104 0.963254 0.378400 -0.15 -0.23 -0.32 -0.150
H -3.090319 -1.831437 -1.146804 -0.07 0.02 -0.36 0.394
H 0.506454 -3.977209 -1.210270 -0.04 0.07 -0.25 0.225
H 0.987836 -1.701546 3.197037 0.68 -0.36 0.67 0.331
H 2.698075 -1.502900 -1.359397 0.18 0.09 -0.53 0.278
O -2.381802 -0.762967 -2.802535 -0.11 -1.28 0.25 -0.655
C 0.625927 0.080079 0.608675 -0.33 -0.15 0.64 2.163
O 0.681874 -3.144916 -0.765545 -0.17 0.18 0.47 -0.569
O -1.260127 3.874012 -0.980407 -0.04 0.35 -0.44 -0.685
H 0.066712 1.187725 3.249891 0.06 0.09 -0.37 0.378
H -0.579243 -1.089493 3.284014 0.00 0.02 0.28 0.174
H 2.324808 -0.314478 1.841123 0.12 -0.42 -0.13 0.329
O -2.749232 -0.861907 2.262641 0.06 0.38 -0.14 -0.595
H 0.466560 3.779319 -0.705672 -0.21 0.05 0.16 0.389
H 1.184565 0.016563 -0.312738 0.00 0.05 -0.17 -0.561
H 0.340908 -0.876128 4.753783 0.37 -0.63 0.30 0.436
```
Forces are in eV/Å.

LUMO = -0.002 Eh
E_tot = -1341.9270 Eh
Kohn-Sham gap = 10.064 eV
Energy relative to the best compared isomer or geometry (same formula, charge and spin) = 0.425 eV

---

No. 4
Entry from the Open Molecules 2025 dataset: a cluster of 13 separate species, C5H39N2O12S in total (ωB97M-V/def2-TZVPD).

```
59
Properties=species:S:1:pos:R:3:forces:R:3:mulliken_charge:R:1
H -4.534377 0.294241 1.269280 -0.02 -0.12 0.20 0.323
C -0.489597 1.269253 -2.716879 -1.11 -2.59 -1.99 -0.712
H -2.165195 -2.794796 -2.243053 0.19 -0.89 0.47 0.264
H 0.233699 -1.331995 3.374774 -0.22 -0.36 -0.08 0.270
H -1.036382 0.842886 -3.599921 -0.34 0.61 0.66 0.422
H 0.413650 -2.854368 -3.131837 -0.01 -0.23 -0.01 0.333
H 1.858403 2.614529 -4.414261 -0.01 -0.34 0.00 0.272
H -3.197936 -0.508993 1.331826 -0.20 0.22 0.29 0.340
H -4.022659 -3.505445 -0.006970 1.44 1.50 -0.54 0.286
H -0.538606 1.861373 3.939343 0.00 0.29 -0.25 0.303
H 1.108153 -3.323656 1.126157 0.96 0.85 0.08 0.352
O -3.332328 -2.809240 -0.256087 -1.26 -1.63 0.55 -0.592
C 0.221917 -0.143976 0.677846 -0.24 -0.60 -0.33 -0.445
H 1.926841 -2.103622 2.075405 -1.02 -0.19 0.18 0.398
H 1.125639 -0.327217 -1.268510 0.00 0.20 0.22 0.555
H -1.068524 5.193007 0.648957 -0.33 0.26 0.35 0.269
H 1.795080 -1.867830 0.471910 -0.20 -1.60 0.33 0.117
H 0.495750 1.002264 -3.169886 -0.20 1.05 1.26 0.360
H 3.905014 2.857585 0.232624 0.24 0.02 0.21 0.245
O -2.971176 2.777075 0.706978 -0.38 0.13 0.33 -0.685
H -0.679663 0.473865 0.825580 0.54 -0.21 0.97 -0.337
N 0.292128 -0.092275 -0.756640 -0.30 0.61 -0.57 0.221
O -1.310262 -3.250111 -2.309917 0.60 0.60 -0.59 -0.600
H 2.385210 -2.605494 -1.804835 -0.68 -1.06 0.66 0.371
O -3.853552 -0.126974 0.733758 0.40 -0.02 -0.25 -0.773
H 2.690661 0.435082 0.002690 0.44 0.61 0.01 0.289
N 1.294500 -2.314467 1.280551 -0.79 0.73 -0.92 -0.006
O 2.703922 -0.588155 3.736846 -0.73 -0.64 -0.62 -0.571
H 2.953560 -0.349370 4.625211 0.37 0.22 0.22 0.284
S -1.088337 2.924406 -2.558053 0.89 0.54 0.32 -0.168
H -1.346519 -0.777480 2.902664 0.69 0.15 -0.74 0.198
O 1.222890 -2.320406 -3.087505 0.04 0.08 -0.40 -0.806
H 1.136513 0.280377 1.192229 -1.27 -0.26 -0.33 0.318
C -0.878998 0.355650 -1.549609 0.64 -1.20 -0.05 0.349
H -0.154852 3.238813 -1.630242 -0.49 0.30 -0.09 0.054
H -1.574897 1.845771 2.760118 0.18 0.56 -0.10 0.308
O -1.301333 1.413470 3.567692 -0.27 -0.60 0.32 -0.641
H 4.165881 0.016216 0.229693 -0.35 0.25 -0.01 0.291
H -1.491860 3.713451 1.066837 -0.03 0.67 -0.41 0.370
O -0.849986 4.267779 0.587876 0.85 -0.47 -0.06 -0.561
H -3.030204 1.839733 0.519081 -0.27 -0.35 -0.32 0.244
H 3.231480 -2.138678 -0.699014 -0.14 -0.81 0.47 0.298
O 3.137865 2.332393 -0.002891 -0.24 0.75 -0.43 -0.557
H -3.197988 3.250711 -0.107673 0.22 -0.30 0.12 0.359
H 0.881770 -1.560228 -2.616419 -0.19 0.32 0.04 0.272
H -1.426218 -0.515451 -1.974191 0.37 0.17 0.23 -0.083
H 2.664394 2.910356 -0.610490 -0.17 -0.03 -0.09 0.277
H -1.623547 0.813893 -0.888029 0.46 0.19 -0.06 -0.310
H -0.751790 -2.116768 0.544658 0.61 -0.05 0.14 0.300
O 3.267462 -0.078941 0.575802 0.30 -1.66 0.26 -0.645
H 3.287482 -0.180902 3.095557 0.29 0.35 0.09 0.260
H 1.957760 3.593707 -3.321332 -0.01 0.38 0.30 0.303
H -1.288578 -4.114067 -1.893397 -0.74 0.15 0.14 0.270
C -0.573068 -1.533588 2.661360 -1.78 -0.72 0.33 -1.355
O 2.528739 -2.814967 -0.835060 1.52 1.55 -1.71 -0.709
H -3.706975 -1.974649 0.048458 -0.31 0.17 -0.12 0.361
O 1.840546 2.652337 -3.449455 0.70 0.29 -0.50 -0.577
C -0.056920 -1.598778 1.225047 0.23 2.02 1.55 0.627
H -1.184608 -2.447343 2.865335 1.13 0.16 0.28 0.403
```
Forces are in eV/Å.

Total charge = +1
LUMO = -0.084 Eh
E_tot = -1624.2027 Eh
Kohn-Sham gap = 8.692 eV
Energy relative to the best compared isomer or geometry (same formula, charge and spin) = 2.804 eV

---

Which value of Kohn-Sham gap does entry 1 give?
10.215 eV

---

Look up the Kohn-Sham gap of the first one.
10.215 eV